# 1
Here is an isolated molecule of C4H4N4 at a distorted geometry from OMol25. Energies are from ωB97M-V/def2-TZVPD.

Last column: Löwdin charge in e.
Positions of all 12 atoms, in Å:
H -2.1320 2.0622 0.2747  0.12
N -2.2859 0.0157 -0.0015  0.07
C -1.6283 1.0946 0.1060  -0.09
H 2.8876 0.5501 0.1555  0.18
H -1.5667 -1.8394 -0.1242  0.06
H 2.2058 -1.7169 0.3450  0.14
N -1.3258 -0.9850 -0.1777  0.00
C -0.0355 -0.6926 -0.1658  -0.22
C -0.2292 0.7159 -0.3222  -0.24
N 1.8464 0.3050 -0.1656  -0.10
C 1.3404 -0.9655 0.1436  -0.02
N 0.9232 1.4559 -0.0677  0.10

As for the LUMO energy: 0.52 eV. The charge is 0. The energy above the lowest of the compared OMol25 structures with the same formula, charge and spin comes out at 105.4 kcal per mole.

---

# 2
Here is C16H33BaF2N2O14S3 as an isolated structure at a distorted geometry from OMol25. Energies are from ωB97M-V/def2-TZVPD.

Last column: Löwdin charge in e.
Positions of all 71 atoms, in Å:
H -0.5552 1.0487 8.4504  0.12
H -1.8470 0.7135 10.5871  0.07
H 1.1541 -5.0413 -3.0946  0.12
O 1.3841 -0.0138 6.8938  -0.27
O -0.8409 -5.6327 0.4160  -0.31
H -5.9791 -2.8911 -4.0832  0.08
Ba 3.1418 1.0519 0.3180  1.14
S 0.1570 -5.5248 -0.6542  0.66
C 1.4942 4.2639 -7.2462  -0.08
O 9.8613 4.6803 -2.4689  -0.33
H -1.0690 -0.4805 7.8568  0.11
H 1.5609 -2.8459 8.1565  0.06
H 2.5298 -2.1981 9.4491  0.05
H -5.3073 -0.3478 1.5142  0.07
C 8.6228 5.2237 -2.8104  -0.45
H -1.5296 5.4537 -6.0750  0.09
C -5.6715 -0.9548 0.6854  -0.10
O 7.2822 4.9365 -0.5422  -0.27
H -7.6393 -2.4893 -4.0363  0.06
H 0.0545 -7.7538 -0.6018  0.05
C 1.9425 3.6824 -6.0187  -0.07
H -6.4938 -1.1951 -4.0609  0.08
C -0.6015 4.9064 -6.1484  -0.07
H -2.0004 -1.0559 10.1889  0.06
C -0.2707 -4.1129 -4.3360  -0.06
H 7.8782 6.6995 -1.3965  0.06
C -2.0089 -0.0338 9.8103  -0.04
O -5.3374 -1.9922 -1.7014  -0.31
C 0.2154 4.8279 -7.2840  -0.11
O 2.5112 0.5240 9.0891  -0.29
O -3.3066 -0.8088 -0.7499  -0.30
H -6.7185 -0.7589 0.4539  0.05
F 6.7613 -0.7385 3.0779  -0.96
H 6.6545 6.0049 -2.2244  0.07
O 1.2738 -4.5597 -0.5093  -0.31
O -1.5146 5.6752 4.3396  -0.09
H -7.2639 -1.5202 -1.5444  0.10
H 0.4891 -3.7679 -5.0373  0.09
H -0.5400 -3.1620 -3.8762  0.09
H 2.9593 3.3218 -5.9676  0.10
S 1.6534 -0.3250 8.2766  0.67
C 7.5549 5.7010 -1.6906  -0.41
H -6.9313 -3.2903 -1.8453  0.12
C 2.3083 -2.0869 8.3876  -0.09
N 1.1571 3.8659 -4.8781  0.05
H -5.4353 -1.9851 0.9516  0.07
C 0.0046 4.5009 -4.9570  -0.18
H 3.1514 -2.2309 7.7120  0.07
O -0.6417 -5.2834 -2.0489  -0.29
C 0.0991 -5.1854 -3.3273  -0.24
H 0.9080 -7.3095 -2.1688  0.05
H 0.0055 -6.2025 -3.7079  0.10
C -6.6634 -2.2590 -2.0751  -0.27
F 5.0888 -1.3962 -3.1479  -0.96
C 0.8491 -7.1873 -1.0873  -0.09
H -3.0494 0.0025 9.4877  0.07
O 0.3326 -0.5641 9.2277  -0.28
H -0.3777 4.6658 -3.9605  0.10
S -4.7889 -0.6339 -0.9212  0.70
H 2.0773 4.2285 -8.1546  0.09
H 8.7800 6.1150 -3.4179  0.06
C -0.8153 0.0424 8.7789  -0.31
N -1.2477 5.7332 3.1544  -0.72
H -0.1896 5.1966 -8.2149  0.09
O -5.2793 0.5421 -1.6130  -0.29
H -1.0448 -4.4934 -5.0025  0.07
H 8.1446 4.5081 -3.4792  0.07
H 1.8292 -7.2492 -0.6144  0.07
C -6.6741 -2.1817 -3.6340  -0.06
O -0.3868 5.0350 2.6908  -0.07
O -1.8518 6.5921 2.4600  -0.13

As for the LUMO energy: 3.59 eV. The charge is -3.

---

Number 1: frontier orbital gap 8.64 eV. Number 2: frontier orbital gap 2.03 eV.